C21H38N2O8 | the ωB97M-V functional and the def2-TZVPD basis

total charge: 0
SMILES string: CC1=C(CC(=O)O)C(=O)C=CC1=O.COCCNCCOC.COCCNCCOC
E: -41750.0943 eV
orbital gap: 7.275 eV

Structure (XYZ):
```
69
Properties=species:S:1:pos:R:3:mulliken_charge:R:1
O -3.7496 6.4990 -6.0941 -0.6031
O 0.8157 2.4272 -1.7953 -0.3025
O -4.7017 4.9945 -3.4319 -0.5389
O 2.2860 -6.7505 3.1446 -0.3444
O -5.8269 4.6350 -5.3264 -0.5296
O 0.2732 0.9191 2.5214 -0.3826
O -0.6352 -3.1935 3.3606 -0.2969
O 1.1584 5.2477 -4.7929 -0.5859
N 1.8035 0.1132 0.0943 -0.2048
N 0.5683 -5.4410 5.2025 -0.3028
C 2.1597 2.0822 -1.5071 -0.5450
C 0.2617 -3.7562 2.4170 -0.6698
C 2.3544 0.7257 1.2976 -0.3094
C -1.5786 7.2438 -5.7046 -0.6609
C -2.3323 4.8690 -5.2187 0.3659
C -0.7832 -0.0063 2.3213 -0.4717
C 1.5643 0.3262 2.5257 -0.4489
C -1.0762 4.5309 -4.9229 0.9513
C 2.3688 0.6123 -1.1563 -0.8186
C -0.6191 -4.6109 5.3861 -0.8022
C 3.4950 -6.1227 3.5255 -0.7069
C -0.3265 6.9332 -5.4183 -0.6697
C -4.7102 4.6086 -4.5638 0.2969
C 1.6134 -7.4237 4.2019 -0.8152
C -3.4845 3.9364 -5.1726 -0.4837
C 0.0075 5.5509 -5.0299 0.6479
C 0.0119 2.7404 -0.6694 -0.7022
C -2.6364 6.2219 -5.6827 0.5414
C 0.3187 -6.7247 4.5585 -0.1914
C -0.6113 3.1882 -4.4964 -1.4972
C -1.3595 -4.1259 4.1434 -0.5171
H -3.2824 3.0865 -4.5373 0.2823
H -0.0985 -4.7135 2.0338 0.3258
H 1.9380 0.0168 -1.9652 0.3832
H -1.7163 -4.9518 3.5173 0.3423
H -0.7070 -0.8479 3.0120 0.1884
H -0.2496 -7.3592 5.2450 0.3855
H 3.9857 -5.7816 2.6155 0.2397
H -5.5316 4.8118 -6.2332 0.3995
H -0.2640 -6.6222 3.6332 0.1743
H 3.4442 0.4083 -1.1530 0.4077
H 1.2624 -3.8842 2.8386 0.2148
H 0.3463 -3.0565 1.5838 0.2569
H 0.4596 7.6665 -5.4655 0.4403
H 3.3215 -5.2557 4.1721 0.2913
H 4.1602 -6.8230 4.0389 0.3434
H 1.3783 -8.4308 3.8461 0.3932
H 3.3911 0.3972 1.4178 0.3966
H 2.3516 1.8228 1.2476 0.1837
H 0.5935 3.2047 0.1295 0.3162
H -0.7970 -0.3852 1.2925 0.2209
H -0.5016 1.8566 -0.2822 0.2071
H -0.1947 2.6674 -5.3566 0.3402
H -1.3262 -5.1573 6.0181 0.4193
H -3.6894 3.5296 -6.1609 0.3016
H -1.8643 8.2397 -5.9902 0.4225
H -1.7198 0.5179 2.5059 0.2981
H 1.2427 -4.9240 4.6544 0.0868
H -0.7533 3.4456 -0.9978 0.3337
H 2.7160 2.2763 -2.4284 0.3533
H 1.4947 -0.7626 2.6067 0.0795
H 2.5715 2.7585 -0.7495 0.3861
H 2.2593 -7.5203 5.0791 0.4036
H 2.0880 0.6946 3.4129 0.4099
H 0.1965 3.2947 -3.7882 0.2204
H -2.2498 -3.5926 4.4873 0.3655
H 0.8033 0.2620 0.0797 0.0372
H -0.3103 -3.7276 5.9505 0.3832
H -1.3780 2.5888 -4.0274 0.3646
```